The following is a quantum chemistry calculation of a gas-phase ion, C4H10NS2 (charge +1), from OMol25.

The total charge is +1. As for the highest occupied orbital energy: -0.4597 hartree. The frontier orbital gap comes out at 8.31 eV. The structure (SMILES) is C[C@@H]([NH3+])[C@H](S)C=S. Its spin multiplicity is 1.

XYZ file:
```
17
Properties=species:S:1:pos:R:3:lowdin_charge:R:1
H 2.056 0.367 -0.139 0.066
H -0.702 0.055 2.103 0.100
C -1.225 -1.203 -1.164 -0.714
C -0.927 0.738 1.287 -0.022
H 1.620 0.422 1.503 0.177
C 0.018 -0.888 -0.406 -0.666
S 1.500 -1.160 -1.502 0.858
H 1.643 1.847 0.638 0.180
N 1.443 0.843 0.583 0.166
S -2.145 -2.485 -0.846 0.809
H -1.467 -0.523 -1.977 0.069
H -0.902 1.759 1.660 0.096
C 0.043 0.553 0.136 -0.389
H 0.145 -1.610 0.405 0.104
H -0.191 1.247 -0.677 0.161
H -1.940 0.531 0.954 0.098
H 1.032 -0.493 -2.558 -0.091
```


The following is a quantum chemistry calculation of 8 unconnected molecules or ions with the total composition C32H68F5IN9O8S, from OMol25.

The total charge is +1. As for the highest occupied orbital energy: -0.3579 hartree. The frontier orbital gap comes out at 6.59 eV. Its spin multiplicity is 1.

XYZ file:
```
124
Properties=species:S:1:pos:R:3:lowdin_charge:R:1
F 2.024 -3.057 -0.538 0.151
S -0.897 -2.043 -1.373 0.980
H -3.737 -8.820 -2.102 0.085
N 3.120 -1.761 2.750 0.008
C -1.654 2.391 -3.663 -0.505
C -0.576 -4.598 -5.480 -0.237
H -1.906 -2.293 -5.951 0.111
C -3.703 9.139 -2.732 -0.066
H 6.754 5.805 4.456 0.078
H -2.371 -5.316 -4.700 0.056
F 2.727 -4.675 -1.775 0.202
C -5.467 -2.770 -3.042 -0.166
C -0.829 -7.769 -3.048 -0.530
H 3.911 -0.508 10.992 0.086
C -0.162 -4.186 -4.053 -0.085
C 3.683 -0.952 3.689 -0.528
H 0.105 -5.392 -5.786 0.110
H 0.204 3.717 -1.390 0.091
H 1.251 -2.713 -5.752 0.143
I -4.245 -0.378 -1.676 0.959
H -4.224 5.731 2.458 0.128
H -1.272 4.088 -4.917 0.096
C 1.678 -2.842 -2.900 -0.391
C -3.039 -2.492 -3.597 -0.243
H 2.544 0.100 6.484 0.066
H -0.706 5.074 3.411 0.082
H 5.760 4.832 3.355 0.077
H 1.278 3.416 -2.770 0.087
O -0.321 -7.191 -4.001 0.025
H -5.737 -3.273 -3.975 0.087
C 5.920 4.096 5.386 -0.556
H 4.979 2.497 6.133 0.100
H -3.241 -3.085 -4.493 0.103
C 3.922 -1.100 10.077 -0.075
H 5.260 -0.644 5.057 0.065
C 0.382 -2.769 -3.769 -0.250
C 4.971 -1.401 4.333 0.004
H 5.761 -1.523 3.590 0.089
H -2.820 -3.207 -2.802 0.086
C -0.199 -7.759 -1.675 -0.002
H 0.619 -4.884 -3.753 0.109
N -1.936 -5.141 -5.595 0.017
H 2.268 -1.385 2.364 0.131
H -2.547 -4.548 -6.140 0.058
N -3.053 7.842 -2.714 0.016
H -3.821 7.942 -0.062 0.094
H 1.639 -1.307 -4.776 0.143
H -0.866 -7.312 -0.935 0.086
H -4.102 3.283 2.970 0.083
H 4.380 -2.066 10.297 0.084
H -0.335 1.523 -2.440 0.118
O -2.565 5.800 -1.927 0.001
O 4.911 0.569 7.030 0.015
C 0.240 3.558 -2.467 -0.055
N 4.640 -0.413 9.024 0.016
H -0.100 -0.894 -3.182 0.136
H -0.842 6.284 4.701 0.084
H 2.780 3.379 5.283 0.082
H -4.604 -1.170 -4.182 0.094
H 3.701 4.088 3.954 0.064
N -3.416 5.261 2.835 0.002
F 1.994 -1.590 -2.498 0.116
H 2.833 -3.815 2.432 0.084
H 2.059 0.198 8.196 0.086
O -2.280 1.350 -3.860 -0.050
H 4.839 -2.354 4.850 0.088
O -2.887 7.269 3.676 0.038
H -5.138 -3.532 -2.332 0.081
H -5.150 7.259 -1.015 0.090
C -2.607 6.091 3.554 -0.552
C 2.727 -0.287 7.483 0.000
C -2.726 -9.214 -2.218 -0.068
C -2.064 3.700 -4.274 0.007
C 5.843 5.221 4.371 -0.020
H -0.492 -3.811 -6.229 0.103
H -2.245 4.423 -3.476 0.048
H -0.144 4.453 -2.944 0.072
H -4.133 6.199 -0.024 0.065
C -3.254 3.848 2.578 -0.083
O 6.892 3.974 6.114 0.026
N 4.874 3.237 5.449 0.025
C 4.175 -0.007 7.818 -0.525
C 1.765 -3.784 -1.617 -0.563
H -0.976 -4.402 -3.358 0.108
C -1.365 5.492 4.174 -0.011
H -4.366 9.237 -1.879 0.074
H 3.556 2.322 4.098 0.052
H -2.966 9.942 -2.684 0.088
H 0.720 -7.183 -1.728 0.070
C -3.191 6.848 -1.808 -0.529
H -4.294 9.264 -3.640 0.086
H -2.034 -0.549 -5.778 0.143
H 2.521 -1.359 7.498 0.085
H -1.619 4.700 4.880 0.084
H -2.228 -9.161 -1.255 0.073
N -1.985 -8.456 -3.207 0.016
H 3.786 -2.991 1.186 0.066
H -2.960 3.544 -4.865 0.091
H -2.184 -0.542 -3.572 0.044
H -3.172 3.648 1.507 0.076
O 3.150 0.105 3.989 0.018
H 4.985 5.867 4.561 0.079
C 3.664 3.256 4.651 -0.078
H -2.337 -8.436 -4.152 0.144
F 2.648 -3.255 -3.727 0.159
C -4.135 7.082 -0.655 0.001
C -1.885 -1.541 -3.902 -0.283
H 4.497 -3.337 2.759 0.077
H 5.610 -0.185 9.179 0.145
H -6.354 -2.295 -2.628 0.061
H -2.353 3.485 3.062 0.069
C -1.526 -1.433 -5.394 -0.116
H -2.797 -10.263 -2.506 0.089
H 2.894 -1.274 9.774 0.070
H -2.405 7.632 -3.457 0.141
C -4.351 -1.767 -3.305 -0.745
N -0.572 2.413 -2.846 0.022
H -1.301 -0.775 -1.208 -0.120
H 0.038 -8.771 -1.348 0.091
C 0.839 -1.999 -5.040 -0.110
F 0.617 -4.449 -1.402 0.102
O -0.158 -1.201 -5.641 -0.067
C 3.582 -3.039 2.256 -0.083
N -0.599 -1.785 -3.117 -0.250
```


The following is a quantum chemistry calculation of 9 unconnected molecules or ions with the total composition C44H58N9O, from OMol25.

The total charge is +1. As for the highest occupied orbital energy: -0.3213 hartree. The frontier orbital gap comes out at 6.15 eV. Its spin multiplicity is 1.

XYZ file:
```
112
Properties=species:S:1:pos:R:3:lowdin_charge:R:1
H -6.968 -8.166 -11.498 0.114
C 5.048 2.793 6.516 -0.144
H 6.315 4.340 3.949 0.106
C -0.409 3.486 1.433 -0.116
N -1.846 2.058 2.318 0.006
C -0.668 -4.666 -3.931 -0.108
N -6.649 -4.114 -4.784 -0.065
C -0.583 2.179 1.809 -0.154
H 0.480 3.906 0.991 0.086
H 6.425 5.031 10.285 0.085
H 4.477 -1.273 2.606 0.094
H -6.180 -2.098 -5.481 0.139
N -0.905 -1.645 -2.551 0.024
H 8.929 5.366 11.243 0.090
C 6.580 4.531 13.690 -0.146
C -3.003 -5.091 -4.301 -0.058
C -6.639 -4.925 -6.048 -0.096
C -6.482 -5.246 -10.157 -0.150
H 2.597 5.162 -4.801 0.090
H -3.822 -4.244 -7.480 0.121
H -3.030 0.786 -2.968 0.092
H 4.196 2.322 6.976 0.104
H -5.907 -4.337 -10.121 0.105
C -2.480 3.270 2.280 -0.140
C 6.327 2.983 6.968 -0.119
H 0.351 -3.663 -5.537 0.116
H -1.958 -5.632 -2.510 0.113
H -7.339 -1.417 -3.078 0.144
H 2.110 2.552 -4.277 0.102
N 0.262 3.298 -3.515 0.005
C 2.756 1.331 1.567 -0.150
C -0.587 -4.078 -5.188 -0.063
H -0.158 2.433 -3.224 0.100
H 4.141 3.338 4.688 0.131
H 5.651 3.642 12.016 0.127
C -5.228 -5.425 -6.360 -0.145
H 6.860 1.509 12.518 0.103
C 7.042 3.664 5.946 -0.116
H -2.668 -1.798 -3.732 0.092
C -6.840 -2.343 -3.350 -0.110
H -7.286 -5.793 -5.905 0.141
C 0.566 5.455 -3.901 -0.111
C 1.495 3.417 -4.096 -0.145
H -5.816 -2.367 -2.961 0.135
H 3.033 -1.675 0.354 0.100
H 6.373 6.034 7.995 0.138
C -7.694 -4.458 -3.760 -0.117
C -2.216 0.133 -2.702 -0.102
H 8.075 3.970 5.975 0.093
H -1.636 -3.536 -6.972 0.120
C -7.956 -6.936 -9.927 -0.101
C -1.714 -4.002 -5.995 -0.037
C 3.848 -0.559 2.102 -0.100
C 1.713 4.745 -4.348 -0.112
N 4.965 3.333 5.261 -0.004
C 8.554 5.685 10.284 -0.105
H -3.936 -5.511 -3.933 0.095
H 0.616 -0.846 -1.296 0.094
C 7.277 5.500 9.826 -0.153
H 1.851 0.504 -0.135 0.115
H 8.354 1.960 14.729 0.089
H -1.285 4.654 -2.951 0.103
H -1.817 5.223 1.569 0.092
H -0.909 1.391 -1.379 0.088
H -8.115 -5.062 -8.714 0.076
C 6.175 3.867 4.906 -0.139
C -4.161 -4.320 -6.444 -0.128
C 7.705 2.660 14.230 -0.112
H 8.543 7.045 7.266 0.105
H 10.302 6.671 9.290 0.089
H -7.016 -4.302 -6.858 0.122
H 0.405 6.518 -3.947 0.090
N 6.278 3.544 12.792 -0.002
C -0.310 -0.664 -1.812 -0.120
N -6.161 -6.251 -11.023 0.013
H -5.300 -5.941 -7.320 0.118
C 8.402 6.571 8.222 -0.147
H 6.147 5.513 13.604 0.106
C -6.868 -2.635 -4.836 -0.063
H -4.592 -3.338 -6.216 0.102
C -1.878 -5.175 -3.488 -0.071
H -2.245 1.209 2.672 0.143
H -7.524 -5.455 -3.355 0.159
C 9.269 6.366 9.263 -0.109
C -2.062 -1.169 -3.101 -0.143
C -7.049 -7.281 -10.892 -0.124
H -0.560 -2.579 -2.681 0.107
H 0.075 1.329 1.753 0.088
N 2.464 0.365 0.647 0.003
H -8.669 -4.410 -4.254 0.154
C -2.939 -4.500 -5.564 -0.228
H -3.485 3.385 2.647 0.106
H 2.331 2.316 1.483 0.097
H -7.884 -2.495 -5.210 0.150
C 7.464 4.013 14.597 -0.112
N 7.192 6.041 8.574 0.006
C -0.311 4.534 -3.392 -0.145
C 3.609 0.790 2.489 -0.094
C 6.959 2.402 13.112 -0.143
H 7.894 4.544 15.430 0.089
H -5.396 -6.231 -11.673 0.150
H 0.201 -4.726 -3.283 0.114
H -4.966 -6.181 -5.616 0.113
C -7.596 -5.643 -9.460 -0.134
O -7.570 -3.457 -2.787 -0.061
H -8.788 -7.537 -9.601 0.094
H 6.712 2.670 7.925 0.091
C -1.102 0.453 -1.877 -0.117
H 4.026 1.293 3.345 0.076
C 3.127 -0.791 0.962 -0.143
C -1.614 4.178 1.733 -0.108
H -5.769 -4.272 -4.281 0.160
```